16
Properties=species:S:1:pos:R:3:forces:R:3 method="wB97M-V/def2-TZVPD" energy_ev=-10900.1119 orbital_gap_ev=8.36 charge=-1
C -2.088 1.129 1.601 -0.36 -0.12 0.07
C -1.784 1.411 0.340 -0.11 0.01 0.05
C -0.521 -0.454 2.126 -0.24 0.16 0.06
N -1.226 0.518 2.527 0.27 0.08 0.14
H -3.053 1.415 2.017 0.10 0.04 0.05
H -0.838 1.139 -0.116 0.04 0.06 -0.08
H -2.533 1.930 -0.245 0.08 -0.01 -0.16
H 0.239 -0.839 2.800 0.01 -0.16 -0.11
H -0.655 -0.894 1.139 0.22 -0.03 -0.04
O 1.451 0.024 -0.135 -0.14 -0.03 -0.10
C 1.173 -0.266 -1.329 0.22 0.03 0.40
O 0.182 0.105 -1.991 -0.07 -0.04 -0.14
C 2.210 -1.155 -2.042 0.17 -0.03 -0.19
H 2.855 -0.518 -2.656 -0.05 0.03 0.01
H 2.846 -1.667 -1.321 -0.03 -0.03 0.04
H 1.743 -1.877 -2.714 -0.10 0.02 0.02